This record from OMol25 describes a structure of composition C12H22CrGaI2O4S2 in a non-equilibrium geometry. The level of theory is the ωB97M-V functional and the def2-TZVPD basis.

XYZ file:
```
44
Properties=species:S:1:pos:R:3:mulliken_charge:R:1
I 0.21 -3.93 -1.90 0.441
I 0.33 -2.66 -4.20 0.501
Ga 0.43 1.72 -1.73 1.010
Cr -0.10 0.24 0.13 0.204
S -1.50 -0.16 -1.62 -0.184
S 1.11 -0.46 -1.72 0.284
O -1.44 4.22 -2.34 -0.049
O 1.92 2.10 1.28 -0.130
O 2.61 3.51 -3.38 -0.065
O -1.57 0.16 1.49 -0.102
C -3.36 0.10 -1.40 1.182
C -1.18 0.57 2.81 -0.895
C 1.97 2.82 -2.68 0.448
C 3.07 -0.87 -2.01 1.351
C 3.44 -0.74 -3.48 -1.167
C -3.93 -0.96 -0.46 -1.213
C 3.41 -2.27 -1.54 -1.425
C 1.11 1.45 0.75 -0.027
C -3.55 1.52 -0.88 -1.367
C -0.76 3.33 -2.02 0.454
C 3.75 0.18 -1.14 -1.323
C -4.01 -0.09 -2.77 -1.621
H -3.90 -1.13 -3.11 0.426
H -5.08 0.12 -2.71 0.484
H -0.47 -0.16 3.20 0.369
H -5.01 -0.78 -0.31 0.470
H -3.79 -1.96 -0.91 0.398
H -0.71 1.57 2.76 0.380
H -3.08 1.62 0.11 0.280
H 4.84 0.10 -1.28 0.544
H -4.62 1.74 -0.78 0.456
H 3.11 0.22 -3.91 0.275
H -3.44 -0.95 0.52 0.231
H 2.94 -3.05 -2.17 0.232
H 4.53 -0.83 -3.58 0.488
H -3.58 0.57 -3.53 0.373
H 3.41 1.19 -1.41 0.117
H -3.10 2.25 -1.56 0.213
H 4.50 -2.40 -1.62 0.501
H 2.96 -1.55 -4.09 0.188
H 3.08 -2.44 -0.52 0.387
H 3.50 -0.02 -0.09 0.303
H -2.07 0.63 3.47 0.385
H -2.53 0.08 1.41 0.194
```

## Properties
* E: -139610.8216 eV
* multiplicity: 4
* net charge: +4
* gap between HOMO and LUMO (alpha / beta): 0.2251 / 0.1989 Ha
* F_max: 8.5 eV Å⁻¹

***

This record from OMol25 describes a cluster of 2 separate species, C12H22N3O6 in total in a non-equilibrium geometry. The level of theory is the ωB97M-V functional and the def2-TZVPD basis.

XYZ file:
```
43
Properties=species:S:1:pos:R:3:mulliken_charge:R:1
O -4.50 -1.56 3.21 -0.487
O 5.60 -0.63 -3.03 -0.332
O 4.36 1.10 -2.61 -0.347
O -5.14 0.56 2.67 -0.540
O 3.34 -0.89 -2.99 -0.567
O -0.36 2.54 -0.18 -0.475
N 0.50 0.78 3.14 -0.237
N -1.59 0.34 1.79 0.209
N 0.44 -0.35 0.91 -0.332
C -3.18 -0.99 0.09 -0.824
C 5.71 -2.04 -3.23 -0.625
C -2.20 1.60 1.30 -0.415
C 4.33 -0.21 -2.89 0.769
C -0.16 0.33 2.07 0.116
C 3.08 1.71 -2.40 -0.471
C -4.67 -0.87 0.66 -0.508
C -2.02 -0.96 1.19 -0.013
C -1.55 2.19 -0.04 -0.045
C -0.54 -1.49 0.72 -0.607
C -4.77 -0.55 2.22 0.503
C 2.52 1.36 -1.04 -0.508
H -3.89 -1.12 3.85 0.346
H 6.76 -2.26 -3.45 0.231
H -3.34 1.56 1.18 0.224
H -2.02 2.40 2.12 0.423
H -5.23 -0.05 0.08 0.271
H 1.49 1.09 3.09 0.315
H -0.29 -2.24 1.55 0.325
H 5.11 -2.37 -4.07 0.291
H 5.43 -2.58 -2.32 0.288
H 3.24 1.61 -0.25 0.230
H -2.24 -1.63 2.08 0.420
H 2.39 1.44 -3.20 0.321
H -5.25 -1.84 0.43 0.393
H -0.51 -1.95 -0.33 0.373
H 3.24 2.79 -2.46 0.347
H 2.32 0.29 -0.95 0.305
H -3.10 -2.02 -0.42 0.413
H 1.59 1.90 -0.85 0.183
H 0.05 0.76 4.07 0.300
H -2.27 2.33 -0.93 0.344
H 0.37 0.12 0.00 0.176
H -3.04 -0.23 -0.76 0.218
```

## Properties
* E: -29546.2186 eV
* multiplicity: 1
* net charge: +1
* gap between HOMO and LUMO: 0.2882 Ha
* F_max: 4.7 eV Å⁻¹

***

This record from OMol25 describes an isolated molecule of C12H22N6OS2. The level of theory is the ωB97M-V functional and the def2-TZVPD basis.

XYZ file:
```
43
Properties=species:S:1:pos:R:3:mulliken_charge:R:1
S 2.29 2.04 -0.04 -0.198
S 2.53 2.19 2.94 -0.457
O -1.73 2.82 -1.07 -0.679
N 4.36 1.17 1.33 0.056
N -0.92 -0.92 0.02 -0.435
N -2.29 -1.66 -1.67 0.175
N 0.35 -0.19 1.75 -0.315
N -0.72 1.38 0.38 0.101
N -2.05 0.60 -1.41 -0.503
C 3.17 1.77 1.48 0.514
C 0.96 3.18 0.45 -0.818
C 4.88 0.83 0.03 -1.128
C 5.16 0.79 2.47 -1.014
C -1.76 -0.62 -1.01 0.652
C -1.55 1.66 -0.78 0.255
C -0.25 2.52 1.12 -1.436
C -2.75 -3.39 0.05 -1.004
C -0.43 0.10 0.69 0.728
C -4.66 -1.65 -2.39 -1.103
C -3.19 -1.43 -2.77 -0.572
C -2.01 -3.01 -1.23 -0.734
H 0.65 3.63 -0.49 0.524
H -2.44 -2.73 0.85 0.258
H 4.32 0.00 -0.41 0.351
H -2.92 -2.10 -3.59 0.338
H -5.29 -1.39 -3.23 0.385
H -4.85 -2.69 -2.13 0.273
H 0.94 0.49 2.19 -0.074
H -1.05 3.27 1.10 0.365
H -2.29 -3.68 -2.05 0.390
H 5.92 0.54 0.13 0.382
H -3.05 -0.40 -3.08 0.389
H -3.82 -3.31 -0.08 0.268
H 4.80 1.68 -0.65 0.401
H 4.63 1.03 3.38 0.304
H -0.04 2.25 2.15 0.784
H 6.11 1.33 2.45 0.352
H -4.92 -1.02 -1.55 0.318
H 0.57 -1.17 1.87 0.263
H -2.51 -4.42 0.32 0.364
H 5.36 -0.29 2.44 0.368
H 1.40 3.93 1.11 0.514
H -0.93 -3.10 -1.06 0.395
```

## Properties
* E: -45461.6310 eV
* multiplicity: 1
* gap between HOMO and LUMO: 0.3304 Ha
* F_max: 0.8 eV Å⁻¹

***

Question: What is the multiplicity in the first record?
Answer: 4

***

Question: Among the records above, which one has the lowest F_max?
Answer: C12H22N6OS2